Run P
An isolated molecule of C2H6BNO, computed with wB97M-V/def2-TZVPD.

LUMO (spin up / spin down)   -0.9 / -0.9 eV
2S+1   1
Total charge   0

Cartesian coordinates (Å):
B -1.210 -0.494 -0.312
C -0.081 0.686 -0.068
C 1.120 -0.163 0.422
N -0.769 -1.662 -0.778
O 1.431 -1.126 -0.382
H -2.242 -0.088 -0.726
H 0.117 1.140 -1.121
H -0.135 1.681 0.404
H 1.927 0.506 0.214
H 1.189 -0.460 1.511
H -0.769 -2.674 -0.848

---

Run Q
A cluster of 2 separate species, C2H6BNO in total, computed with wB97M-V/def2-TZVPD.

LUMO   0.4 eV
2S+1   1
Total charge   0

Cartesian coordinates (Å):
B -3.414 -1.882 0.344
C 2.637 0.404 -0.566
C 1.568 -0.174 0.258
N -2.248 -1.399 0.153
O 0.432 -0.476 -0.306
H -4.559 -2.026 0.454
H 2.630 -0.074 -1.611
H 2.473 1.482 -0.452
H 3.556 0.196 -0.170
H 1.844 -0.172 1.285
H -1.377 -1.181 -0.344

---

Short version: run Q is the most stable of them.